C64H150CuN9O16 | wB97M-V/def2-TZVPD

HOMO energy	-7.2	eV
Kohn-Sham gap	7.64	eV

Last column: Mulliken charge in e.
Positions of all 240 atoms, in Å:
Cu -15.826 -7.765 -6.141  0.47
C -15.666 -11.161 -5.961  0.41
O -16.377 -10.057 -6.357  0.40
H -14.882 -11.309 -6.703  -0.31
H -15.055 -10.893 -5.100  -0.32
H -16.247 -12.070 -5.803  -0.28
C -21.764 -10.083 -7.468  -2.14
C -20.839 -11.301 -7.204  2.75
C -21.772 -12.564 -7.002  -1.55
C -21.119 -13.955 -7.025  0.10
C -20.310 -14.098 -8.311  -1.73
C -19.358 -12.958 -8.627  2.45
N -19.989 -11.657 -8.382  -0.06
O -19.090 -10.595 -8.568  -0.42
C -18.007 -13.232 -7.883  -0.89
C -19.108 -13.036 -10.164  -2.44
C -20.077 -11.139 -5.901  -0.91
H -22.431 -10.208 -8.321  0.44
H -21.236 -9.254 -7.941  0.28
H -22.308 -9.609 -6.652  0.42
H -22.299 -12.514 -6.049  0.51
H -22.550 -12.554 -7.764  0.41
H -21.892 -14.722 -7.058  0.58
H -20.422 -14.167 -6.214  -0.36
H -20.980 -14.263 -9.154  0.54
H -19.758 -15.037 -8.346  0.29
H -17.425 -14.089 -8.224  0.83
H -17.262 -12.439 -7.952  0.02
H -18.117 -13.260 -6.799  -0.53
H -20.007 -12.699 -10.680  0.53
H -18.286 -12.350 -10.365  0.43
H -18.753 -13.997 -10.537  0.36
H -19.319 -10.376 -6.077  -0.44
H -19.411 -11.923 -5.543  -0.82
H -20.689 -10.826 -5.055  0.99
H -18.417 -10.749 -7.901  0.25
C -13.846 -14.271 0.883  -1.86
C -14.276 -15.285 -0.216  1.99
C -13.343 -16.538 -0.115  -1.49
C -13.800 -17.716 -0.972  0.80
C -15.172 -18.175 -0.553  -1.69
C -16.224 -16.999 -0.482  2.11
N -15.616 -15.747 0.140  0.31
O -16.572 -14.702 0.269  -0.52
C -16.950 -16.742 -1.855  -0.98
C -17.318 -17.470 0.458  -2.19
C -14.165 -14.699 -1.643  -0.03
H -13.777 -14.658 1.900  0.42
H -14.455 -13.373 0.992  0.17
H -12.823 -13.992 0.631  0.34
H -12.436 -16.259 -0.651  0.34
H -13.274 -16.895 0.912  0.48
H -13.166 -18.597 -0.878  0.49
H -13.818 -17.505 -2.041  -0.65
H -15.172 -18.668 0.419  0.44
H -15.464 -18.956 -1.255  0.43
H -17.701 -15.974 -1.671  0.44
H -16.203 -16.491 -2.609  -0.81
H -17.496 -17.651 -2.106  0.68
H -18.131 -16.800 0.737  0.22
H -17.625 -18.484 0.200  0.38
H -16.784 -17.509 1.408  0.61
H -14.897 -13.908 -1.810  -0.22
H -14.381 -15.389 -2.458  -0.89
H -13.161 -14.301 -1.788  0.33
H -16.534 -14.356 -0.626  0.06
C -12.616 -9.848 -3.664  -1.78
C -11.217 -10.496 -3.262  2.59
C -10.107 -9.550 -3.670  -0.55
C -8.813 -9.796 -2.895  -0.94
C -9.069 -9.970 -1.385  -1.59
C -10.131 -11.001 -1.029  1.54
N -11.310 -10.654 -1.796  -0.61
O -12.435 -11.326 -1.363  1.87
C -9.548 -12.442 -1.213  -1.37
C -10.431 -10.759 0.468  -1.85
C -11.087 -11.833 -4.052  -0.76
H -12.747 -9.514 -4.693  -0.23
H -13.016 -9.067 -3.016  0.73
H -13.345 -10.639 -3.489  -0.11
H -9.744 -9.789 -4.670  -0.38
H -10.385 -8.498 -3.613  0.63
H -8.161 -8.923 -2.894  0.56
H -8.159 -10.609 -3.211  0.21
H -9.260 -9.009 -0.908  0.45
H -8.158 -10.257 -0.861  0.52
H -9.116 -12.633 -2.195  0.28
H -8.842 -12.670 -0.415  0.54
H -10.338 -13.193 -1.187  -0.09
H -9.584 -10.680 1.149  0.44
H -10.863 -9.764 0.580  0.44
H -11.082 -11.472 0.973  0.13
H -10.042 -12.043 -4.283  0.11
H -11.528 -11.690 -5.038  -0.45
H -11.592 -12.690 -3.606  -0.11
H -13.025 -10.579 -1.240  -0.39
C -21.472 -13.386 -1.302  -0.79
O -20.469 -12.548 -1.942  -0.40
C -19.643 -13.284 -2.857  -0.36
C -18.380 -12.472 -3.149  0.35
N -17.628 -12.317 -1.882  0.13
C -16.546 -11.367 -2.049  -0.38
C -15.862 -11.133 -0.716  -0.14
O -15.052 -10.044 -0.805  -0.02
C -14.492 -9.554 0.381  -1.10
H -21.882 -12.886 -0.425  0.26
H -20.928 -14.262 -0.946  0.31
H -22.312 -13.644 -1.947  0.26
H -20.206 -13.426 -3.779  0.40
H -19.207 -14.243 -2.577  0.00
H -18.615 -11.487 -3.552  -0.14
H -17.649 -12.989 -3.770  0.15
H -18.200 -11.923 -1.149  0.38
H -16.894 -10.396 -2.403  0.01
H -15.756 -11.723 -2.711  0.09
H -15.379 -12.019 -0.303  -0.53
H -16.656 -10.938 0.004  0.69
H -14.130 -10.333 1.052  0.33
H -15.094 -8.820 0.916  0.23
H -13.618 -8.964 0.104  0.35
C -12.152 -19.835 -3.809  -0.75
O -13.458 -19.476 -4.350  -0.01
C -14.434 -20.540 -4.401  -0.99
C -15.862 -19.981 -4.636  -0.06
N -16.063 -19.426 -5.959  -0.35
C -17.486 -19.112 -6.354  -0.62
C -17.389 -17.852 -7.223  -0.69
O -16.590 -16.749 -6.859  -0.31
C -16.992 -15.955 -5.730  0.38
H -12.196 -20.235 -2.797  0.36
H -11.509 -18.956 -3.779  0.10
H -11.534 -20.509 -4.403  0.35
H -14.457 -21.200 -3.534  0.47
H -14.146 -21.067 -5.311  0.37
H -16.083 -19.137 -3.982  0.01
H -16.484 -20.860 -4.468  0.35
H -15.486 -18.638 -6.216  0.29
H -18.021 -18.872 -5.436  0.26
H -18.006 -19.967 -6.786  0.43
H -18.402 -17.584 -7.524  0.32
H -16.930 -18.187 -8.153  0.38
H -16.263 -15.146 -5.687  -0.39
H -16.995 -16.500 -4.786  0.33
H -17.917 -15.401 -5.892  -0.13
C -13.661 -15.592 -5.117  -0.78
O -12.268 -15.629 -4.808  0.14
C -11.488 -15.012 -5.850  0.55
C -9.996 -15.188 -5.428  -0.94
N -9.733 -16.630 -5.137  -0.29
C -9.749 -17.445 -6.374  -0.23
C -8.469 -17.253 -7.285  -0.83
O -7.262 -17.300 -6.476  -0.33
C -6.070 -16.828 -7.204  -0.72
H -13.850 -16.123 -6.050  0.66
H -13.989 -14.559 -5.231  0.23
H -14.300 -16.166 -4.446  -0.24
H -11.603 -13.929 -5.893  -0.55
H -11.676 -15.427 -6.840  0.33
H -9.817 -14.582 -4.540  0.07
H -9.313 -14.693 -6.117  0.31
H -10.487 -16.963 -4.553  0.23
H -10.583 -17.228 -7.041  0.18
H -9.829 -18.503 -6.124  0.50
H -8.459 -16.260 -7.733  0.31
H -8.470 -17.896 -8.165  0.46
H -6.240 -15.756 -7.301  0.28
H -6.001 -17.269 -8.199  0.30
H -5.144 -16.903 -6.634  0.26
C -21.674 -5.408 -6.677  -0.65
O -20.281 -5.197 -6.579  -0.36
C -19.424 -5.817 -7.547  -1.04
C -19.157 -7.327 -7.131  0.16
N -18.181 -7.662 -6.184  0.89
C -18.489 -7.278 -4.815  -0.86
C -17.582 -7.833 -3.726  -0.30
O -16.340 -7.125 -3.698  -0.41
C -15.497 -7.710 -2.747  -0.39
H -21.925 -6.383 -6.259  0.20
H -22.022 -5.370 -7.709  0.33
H -22.244 -4.669 -6.114  0.26
H -18.449 -5.330 -7.529  0.22
H -19.723 -5.621 -8.577  0.47
H -18.844 -7.860 -8.028  0.31
H -20.152 -7.747 -6.978  -0.35
H -18.174 -8.672 -6.152  -0.69
H -19.482 -7.695 -4.649  0.49
H -18.469 -6.191 -4.732  0.45
H -17.572 -8.901 -3.940  -0.23
H -18.077 -7.739 -2.759  0.80
H -14.524 -7.221 -2.797  0.23
H -15.183 -8.724 -2.994  -0.08
H -15.949 -7.663 -1.756  0.35
C -8.692 -11.168 -7.131  -1.08
O -10.058 -11.208 -6.956  0.19
C -10.839 -10.772 -8.072  -0.93
C -12.329 -10.936 -7.625  0.60
N -13.206 -10.747 -8.833  0.15
C -13.067 -11.866 -9.760  -0.43
C -14.326 -11.948 -10.618  -0.40
O -14.137 -11.672 -11.962  -0.46
C -15.162 -12.248 -12.800  -0.73
H -8.202 -11.569 -6.244  0.21
H -8.304 -10.154 -7.228  0.35
H -8.356 -11.750 -7.989  0.32
H -10.501 -11.361 -8.925  0.43
H -10.636 -9.714 -8.239  0.32
H -12.644 -10.254 -6.836  -0.66
H -12.471 -11.910 -7.156  0.41
H -14.174 -10.703 -8.548  -0.61
H -12.908 -12.847 -9.313  0.27
H -12.219 -11.712 -10.426  0.37
H -15.138 -11.412 -10.125  0.21
H -14.612 -12.989 -10.468  0.42
H -15.231 -13.323 -12.637  0.32
H -15.006 -12.014 -13.853  0.30
H -16.147 -11.834 -12.586  0.28
C -9.980 -4.776 -4.217  -0.81
O -11.308 -5.400 -4.307  -0.15
C -12.419 -4.595 -4.747  -1.12
C -13.755 -5.291 -4.968  -0.42
N -13.776 -6.448 -5.878  0.81
C -13.673 -5.967 -7.262  -1.13
C -13.910 -7.185 -8.149  0.05
O -15.289 -7.241 -8.271  -0.34
C -15.726 -8.243 -9.174  -0.12
H -9.552 -4.548 -5.192  0.33
H -9.319 -5.409 -3.625  0.20
H -10.072 -3.896 -3.580  0.34
H -12.187 -4.002 -5.632  0.43
H -12.567 -3.868 -3.948  0.54
H -14.454 -4.506 -5.255  0.40
H -13.957 -5.549 -3.929  -0.16
H -12.834 -6.773 -5.710  -0.02
H -12.693 -5.511 -7.408  0.53
H -14.446 -5.230 -7.480  0.39
H -13.359 -8.041 -7.759  -0.38
H -13.464 -7.007 -9.128  0.70
H -16.798 -8.323 -8.993  0.00
H -15.399 -9.218 -8.812  -0.21
H -15.455 -8.158 -10.226  0.52